# 1
The following is a DFT calculation (wB97M-V/def2-TZVPD) of an isolated ion of composition C6H12N3 and charge +1 at a distorted geometry.

Output
Multiplicity: 1
Molecular weight in g/mol: 126.2
Charge: +1
SMILES string: C/N=C(C)/C=C(/C)N=[NH2+]
Lowest unoccupied orbital energy (alpha / beta) in eV: -6.20 / -6.20
DFT total energy in a.u.: -399.669648
ΔE to the lowest compared entry with this formula, charge and spin in eV: 5.752
HOMO (alpha / beta) in eV: -12.86 / -12.86

The geometry in XYZ format:
```
21
Properties=species:S:1:pos:R:3:forces:R:3
C -1.957749 0.621265 2.707655 1.81 -0.61 -1.61
N -1.079348 -0.123948 1.838154 1.32 -1.74 -0.26
C -0.978311 -0.146107 0.606915 -1.74 1.55 1.22
C -1.845310 0.641375 -0.381327 -0.83 -0.81 0.26
C -0.162259 -0.855471 -0.271219 1.30 1.43 0.26
C 1.060723 -0.491052 -0.774298 0.56 -2.59 -0.80
C 1.617209 -1.482323 -1.780160 -1.31 0.23 2.10
N 1.668476 0.491431 -0.193748 2.13 3.46 0.18
N 2.884475 0.963223 -0.463110 -1.37 -1.74 -1.04
H -1.634947 1.635485 2.477482 -0.93 0.46 1.00
H -2.956692 0.299950 2.588493 -1.44 0.44 -0.59
H -1.637733 0.146133 3.587825 0.09 0.83 2.09
H -2.870422 0.238567 -0.344132 0.16 0.81 0.39
H -1.632559 1.672715 -0.209521 -0.56 0.90 0.57
H -1.572680 0.532311 -1.389557 0.54 -0.41 -1.57
H -0.656576 -1.578092 -0.805574 -1.17 -1.98 -1.10
H 2.516495 -1.733117 -1.284737 1.38 -1.02 -0.19
H 0.896197 -2.338396 -1.741104 1.15 0.62 -0.82
H 1.780639 -0.998858 -2.697261 0.20 0.11 -1.54
H 2.964677 1.965423 -0.353123 0.10 -0.13 0.74
H 3.595693 0.539485 -1.117655 -1.37 0.19 0.69
```
Forces are in eV/Å.


# 2
The following is a DFT calculation (wB97M-V/def2-TZVPD) of a 2-piece molecular cluster, C6H12N3 overall at a distorted geometry.

Output
Multiplicity: 1
Molecular weight in g/mol: 126.2
Charge: +1
Lowest unoccupied orbital energy (alpha / beta) in eV: -4.29 / -4.26
DFT total energy in a.u.: -399.665368
ΔE to the lowest compared entry with this formula, charge and spin in eV: 5.869
HOMO (alpha / beta) in eV: -11.30 / -12.19

The geometry in XYZ format:
```
21
Properties=species:S:1:pos:R:3:forces:R:3
C 1.281760 0.981827 1.311676 0.64 1.18 0.10
C 1.255192 2.327334 1.237318 -0.16 1.86 0.33
C -0.453067 1.579215 0.046162 1.04 -1.95 1.22
C 0.238797 0.474868 0.555254 -1.81 -1.03 -1.38
C -0.721536 -1.231627 -2.128650 -0.22 -1.50 1.37
C -0.074743 -0.933137 0.399922 1.95 1.46 0.00
N 0.099994 2.665034 0.532612 2.13 2.45 -0.02
N 1.006774 -1.811344 0.442758 -1.26 0.64 -0.40
N -1.051341 -1.394523 -0.637684 -0.73 2.76 0.04
H 1.994799 0.552858 1.920477 1.24 -1.49 0.85
H 1.975172 3.075307 1.654231 -1.12 -0.79 -0.49
H -1.335309 1.674842 -0.443519 -2.41 -0.07 -1.63
H -1.574828 -1.157225 -2.770174 -1.11 -1.43 0.06
H -0.366416 -0.295640 -2.390981 1.80 1.95 0.63
H -0.033713 -2.035477 -2.243932 0.45 -0.32 -1.19
H -1.932890 -0.651920 1.864174 0.44 -0.34 -0.23
H -0.094078 3.597039 0.150893 0.09 -0.61 0.55
H 0.811137 -2.685665 0.836826 0.14 -1.46 0.59
H 1.976989 -1.556067 0.401925 -0.06 0.53 0.22
H -1.089878 -2.328130 -0.264589 -1.18 -0.93 -0.98
H -1.912816 -0.847570 -0.474698 0.14 -0.91 0.37
```
Forces are in eV/Å.


# 3
The following is a DFT calculation (wB97M-V/def2-TZVPD) of an isolated ion of composition C6H12N3S and charge +1 at a distorted geometry.

Output
Multiplicity: 1
Molecular weight in g/mol: 158.3
Charge: +1
Lowest unoccupied orbital energy (alpha / beta) in eV: -5.80 / -5.49
DFT total energy in a.u.: -797.808736
ΔE to the lowest compared entry with this formula, charge and spin in eV: 6.025
HOMO (alpha / beta) in eV: -12.16 / -13.04

The geometry in XYZ format:
```
22
Properties=species:S:1:pos:R:3:forces:R:3
C -0.074426 -0.502329 0.327341 -2.68 -0.30 -1.46
C -2.349000 -0.188276 -0.261009 -1.52 0.88 1.31
C 2.285926 -0.125964 0.254218 0.13 -0.70 -2.98
C -0.634731 2.964639 0.315012 -0.89 0.63 3.53
C -1.563932 -2.440134 -0.263399 1.92 -1.11 -0.75
C 1.191218 -1.124829 0.489799 0.36 -0.20 3.78
N -2.098928 1.151373 -0.162125 -0.26 3.03 0.33
N -0.945378 1.780521 -0.305416 0.23 -4.55 -2.72
N -1.218745 -0.998973 -0.088869 0.79 -0.25 0.53
S -3.895878 -0.746208 -0.108279 0.41 0.70 -0.59
H 3.223645 -0.577896 0.480624 0.82 -0.42 -0.29
H 2.280359 0.760126 0.787268 -0.60 1.76 1.18
H 2.173267 0.111892 -0.864927 0.80 -0.11 1.59
H 0.310987 2.614179 0.802179 -0.74 0.80 0.63
H -0.290046 3.869213 -0.161127 -0.31 -0.10 -1.39
H -1.498571 3.229804 1.011012 1.44 0.11 -0.22
H -2.589725 -2.698740 -0.086484 -0.24 0.52 0.48
H -0.923332 -3.052631 0.386738 -0.07 0.30 -0.39
H -1.401243 -2.666456 -1.329778 0.25 -0.06 0.43
H 1.136526 -1.469443 1.636051 0.20 0.74 -1.94
H 1.459807 -2.011725 -0.028178 -0.51 -1.01 -0.85
H -2.910979 1.728529 0.142683 0.47 -0.67 -0.20
```
Forces are in eV/Å.


# 4
The following is a DFT calculation (wB97M-V/def2-TZVPD) of a 2-piece molecular cluster, C6H12N4 overall at a distorted geometry.

Output
Multiplicity: 1
Molecular weight in g/mol: 140.2
Charge: 0
SMILES string: Cc1nn[nH]n1.C=C(C)C
Lowest unoccupied orbital energy in eV: 0.99
DFT total energy in a.u.: -454.745279
ΔE to the lowest compared entry with this formula, charge and spin in eV: 2.281
HOMO in eV: -9.24

The geometry in XYZ format:
```
22
Properties=species:S:1:pos:R:3:forces:R:3
C -2.192886 -3.274333 0.167393 1.30 1.79 0.16
C -2.049543 -1.795355 -0.143103 0.63 1.06 -0.13
N -1.174786 -1.410141 -1.104220 0.02 -0.45 -0.22
N -1.152415 -0.127112 -1.128262 0.24 0.74 -0.55
N -2.014413 0.293797 -0.239453 0.06 -1.03 0.45
N -2.585637 -0.692403 0.438292 0.14 -1.65 0.01
H -2.255105 -3.327407 1.211504 -0.18 -0.36 1.69
H -3.110054 -3.572036 -0.207053 -1.70 -1.11 -0.94
H -1.344272 -3.913944 -0.135841 -0.50 0.75 -0.31
H -1.950268 1.229350 0.141989 -0.16 0.01 -0.26
C 0.305687 2.413193 0.446653 0.94 -1.54 -0.13
C 1.019092 1.351533 0.095669 0.43 0.37 -0.74
C 1.503879 1.337724 -1.324543 -0.94 3.37 -0.57
C 1.498739 0.143708 0.917012 -0.96 1.54 0.65
H 0.119021 2.641318 1.429967 -0.83 0.41 2.28
H 0.016101 3.081495 -0.295870 -0.36 1.28 -1.06
H 1.578593 0.395684 -1.668694 -0.06 -3.41 -1.41
H 0.853772 1.938911 -2.097813 1.30 -0.96 1.72
H 2.538383 1.691658 -1.336970 -0.03 0.40 -0.05
H 0.543494 -0.272303 1.386818 1.58 0.07 -0.45
H 1.910818 -0.496840 0.117196 0.10 -0.32 1.26
H 2.228619 0.497353 1.741421 -1.03 -0.97 -1.41
```
Forces are in eV/Å.


# 5
The following is a DFT calculation (wB97M-V/def2-TZVPD) of an isolated ion of composition C6H12N4 and charge +2 at a distorted geometry.

Output
Multiplicity: 1
Molecular weight in g/mol: 140.2
Charge: +2
SMILES string: N[N@H+]1CC=CC=C1NC=[NH2+]
Lowest unoccupied orbital energy in eV: -8.01
DFT total energy in a.u.: -454.108237
ΔE to the lowest compared entry with this formula, charge and spin in eV: 2.251
HOMO in eV: -16.84

The geometry in XYZ format:
```
22
Properties=species:S:1:pos:R:3:forces:R:3
N 0.122930 1.703056 -0.570771 -0.88 1.63 -0.86
N -0.496560 0.730039 0.287925 -0.72 0.84 0.97
C -2.238925 0.811880 0.324333 1.90 1.11 2.41
C -2.870770 -0.497547 0.100549 2.05 -0.04 -1.01
C -2.151170 -1.572547 -0.215019 -1.61 -0.49 -0.21
C -0.725221 -1.596404 -0.112234 -1.00 0.48 -0.78
C 0.062175 -0.559095 0.099757 -0.25 -0.79 0.14
N 1.449903 -0.838187 0.063566 -2.82 -3.12 0.43
C 2.480522 -0.105198 0.176236 0.52 3.97 -0.58
N 3.688812 -0.426157 -0.081717 2.81 -0.94 -0.01
H -0.529599 2.499259 -0.378816 1.36 -0.13 -0.93
H 0.165275 1.515251 -1.615720 -0.72 -0.34 1.68
H -0.213252 1.148123 1.200078 -0.38 -0.80 -0.31
H -2.322395 1.548890 -0.485823 -0.63 -0.30 0.30
H -2.408422 1.284610 1.393834 0.21 -0.85 -2.25
H -3.872578 -0.491599 -0.160861 -2.05 0.21 -0.07
H -2.666681 -2.452367 -0.676787 0.60 0.77 0.85
H -0.343910 -2.495020 -0.492289 1.08 -1.35 0.08
H 1.409474 -1.885353 0.032431 1.46 1.16 -0.18
H 2.288596 0.995797 0.296564 0.22 -1.16 0.05
H 4.080453 -1.354564 -0.221568 -0.68 -0.19 -0.03
H 4.447573 0.248722 -0.108512 -0.47 0.34 0.31
```
Forces are in eV/Å.


# 6
The following is a DFT calculation (wB97M-V/def2-TZVPD) of C6H12N4O as an isolated structure at a distorted geometry.

Output
Multiplicity: 1
Molecular weight in g/mol: 156.2
Charge: +2
Lowest unoccupied orbital energy in eV: -7.65
DFT total energy in a.u.: -529.369791
ΔE to the lowest compared entry with this formula, charge and spin in eV: 2.362
HOMO in eV: -17.42

The geometry in XYZ format:
```
23
Properties=species:S:1:pos:R:3:forces:R:3
C 0.919901 1.795477 -1.148338 -1.99 3.47 2.81
C 1.123886 1.460881 1.259803 -0.18 2.20 0.35
C -0.830063 -1.789720 0.445147 -0.22 -1.12 0.38
C -1.463612 -0.013716 -0.338372 2.74 2.95 2.15
C -0.340115 -0.349730 0.390119 -1.27 0.06 0.59
C 1.460408 -0.953689 1.795759 2.26 2.58 4.15
N 0.670275 2.294181 0.132634 0.31 -2.31 -3.02
N 0.654320 0.162747 1.257341 -0.12 -1.56 -3.16
N 0.674264 2.423368 -2.291580 0.71 -2.53 0.99
N -2.087763 -1.268963 -0.230526 -1.60 -2.07 -2.60
O 1.774719 2.009933 2.089762 -0.12 -1.10 -0.07
H -0.309509 -2.577870 -0.200072 -0.75 0.90 1.32
H -1.194780 -2.062026 1.475918 1.00 -0.36 -0.99
H -1.931272 0.948138 -0.304976 -0.61 0.20 -0.81
H 1.224359 0.799012 -0.985268 0.97 -1.01 -1.33
H 2.604679 -0.930894 1.894382 -1.64 0.61 -1.24
H 1.210467 -0.936072 2.861696 -0.01 -0.39 0.06
H 1.101401 -1.825013 1.429364 -0.53 -2.60 -1.28
H 0.362767 3.225660 0.347376 0.16 0.55 0.03
H 0.951713 1.798162 -3.107725 -0.92 1.97 0.76
H 0.085236 3.280281 -2.282010 0.93 -0.77 -0.68
H -2.409381 -1.694573 -1.144932 0.84 0.19 0.87
H -2.949356 -1.314291 0.311274 0.06 0.14 0.72
```
Forces are in eV/Å.